No. 1
The following is a quantum chemistry calculation of a molecular structure, H28O14, from the OMol25 dataset.

Calculated values
- ΔE to the lowest compared entry with this formula, charge and spin (kJ/mol) = 766.3
- highest occupied orbital energy (eV) = -10.27

XYZ file:
```
42
Properties=species:S:1:pos:R:3:forces:R:3:mulliken_charge:R:1
O 0.3924 0.1522 -0.9649 1.419 1.045 -4.833 -0.411
H 0.9218 -0.6374 -1.1622 -0.347 0.599 -0.818 0.199
H 0.2160 0.1969 0.1073 0.488 0.753 -3.257 0.750
H -0.4025 0.4632 -1.4950 0.830 -0.431 -1.081 0.277
O 0.3740 -0.1401 1.0156 4.773 -4.764 9.433 -0.044
H 0.2872 -1.1064 0.9172 0.320 0.322 -0.026 0.107
O 0.2243 3.1788 -2.0278 0.170 3.136 0.764 -0.594
H -0.3454 4.0335 -2.0367 1.401 -2.212 -0.012 0.294
H 0.9994 3.5079 -1.4701 -1.449 -0.988 -0.920 0.326
O -0.3025 -1.8558 -2.6555 0.104 -2.128 -2.868 -0.574
H -1.1520 -1.9473 -3.1535 0.456 0.563 0.915 0.290
H 0.2415 -2.3853 -3.3307 -0.519 1.120 1.677 0.239
O 2.9508 -1.1976 -1.7809 2.119 0.248 -2.979 -0.657
H 2.9989 -1.6555 -2.7490 0.221 2.007 3.572 0.299
H 3.7206 -0.4841 -1.7186 -2.541 -2.308 -0.483 0.340
O 2.4560 1.5112 0.4237 0.449 -0.444 2.941 -0.668
H 1.7713 0.9501 0.8659 0.648 0.589 -1.732 0.013
H 2.9450 1.6666 1.2891 -0.159 0.386 -1.767 0.399
O -1.4288 0.6573 -2.3575 -1.307 2.859 -1.278 -0.551
H -1.8805 -0.0493 -1.9731 -0.889 -3.702 0.760 0.400
H -2.0997 1.2443 -1.9718 0.583 1.322 -0.543 0.295
O -1.6024 0.5335 0.7295 -4.527 2.991 1.570 -0.871
H -2.0534 0.4941 1.5829 -1.009 0.641 0.062 0.381
H -0.7235 0.3576 1.1140 -0.224 0.256 0.072 0.196
O -0.5810 -3.5981 -0.3511 -0.251 -0.072 0.415 -0.649
H -0.5865 -2.9857 -1.0987 0.055 0.104 -0.309 0.367
H -1.4982 -3.8744 -0.2166 0.353 -0.105 -0.073 0.310
O -2.3042 -1.1114 -0.6889 -1.029 -3.673 -3.350 -0.662
H -2.3526 -0.6444 0.0925 0.096 2.410 2.525 0.398
H -2.3146 -2.0073 -0.3529 -0.052 -0.489 -0.465 0.175
O 2.4687 -0.9040 2.7236 0.703 3.983 -1.191 -0.701
H 1.9385 -0.3346 2.0670 0.931 -2.306 1.568 0.287
H 2.1118 -1.7401 2.8546 -1.338 -2.107 -0.046 0.286
O 0.5947 1.7417 2.9876 2.545 -3.079 -1.326 -0.736
H 0.6450 1.1917 2.0728 -0.368 2.172 3.767 0.277
H 1.3399 1.2547 3.5366 -2.298 1.417 -1.506 0.369
O -1.3695 -1.1139 3.0737 0.107 1.097 -2.488 -0.668
H -0.8672 -1.6239 3.6895 0.766 -0.320 0.402 0.280
H -0.7790 -0.7983 2.3020 -0.991 -1.115 2.725 0.289
O -1.5700 3.3828 0.2084 0.651 -0.696 2.322 -0.675
H -1.4471 2.4524 0.5268 -0.067 0.997 -0.100 0.348
H -1.9373 3.2246 -0.6253 -0.821 -0.077 -2.039 0.269
```
Positions in Å, forces in eV/Å.


No. 2
The following is a quantum chemistry calculation of a molecular structure, H28O14, from the OMol25 dataset.

Calculated values
- ΔE to the lowest compared entry with this formula, charge and spin (kJ/mol) = 1671.5
- highest occupied orbital energy (eV) = -8.39

XYZ file:
```
42
Properties=species:S:1:pos:R:3:forces:R:3:mulliken_charge:R:1
O -1.6484 1.1567 -1.3259 -2.004 1.931 -3.422 -0.739
H -2.1794 1.6369 -1.9614 -0.423 0.347 -0.281 0.454
H -1.2267 0.4667 -1.8381 -0.737 0.138 -0.217 0.243
O -1.3414 -1.8733 1.7012 -2.045 0.353 2.860 -0.648
H -1.2272 -1.4313 0.8598 -1.111 -1.623 2.438 -0.719
H -0.4848 -2.2571 1.8889 -0.675 0.326 0.223 0.291
O 2.2524 1.9344 -0.4075 2.616 0.818 1.294 -0.640
H 2.2383 2.8537 -0.1413 -0.203 0.384 0.095 0.366
H 1.5839 1.5170 0.1358 0.202 0.670 1.929 0.334
O 0.0279 -2.2330 0.1167 3.711 -3.563 2.752 -0.669
H 0.0687 -1.8234 -0.7475 0.172 -1.308 0.807 -0.020
H 0.7435 -2.8688 0.1149 0.045 -0.396 -0.339 0.301
O 1.4289 -1.9201 2.2502 0.735 -0.760 2.113 -0.779
H 1.6190 -1.3038 1.5429 -0.706 -1.451 0.476 0.536
H 1.2672 -2.7525 1.8061 0.152 -0.106 0.306 0.311
O 1.9230 -0.4886 0.4279 2.110 0.542 -2.304 -0.610
H 2.7788 -0.4637 0.8560 0.937 0.456 0.089 0.411
H 2.1193 -0.6743 -0.4903 0.436 -0.159 0.212 0.190
O -1.7244 -2.2630 -1.2866 -0.493 -2.292 -3.750 -0.689
H -0.9597 -2.1068 -1.8407 -1.555 -1.811 -0.322 0.402
H -1.6915 -1.5670 -0.6304 -1.838 -0.866 -0.791 1.142
O 0.4543 -1.3960 -1.7755 2.759 1.690 -5.764 -0.815
H -0.2141 -0.7728 -2.0601 0.542 0.310 -0.680 0.544
H 1.2443 -0.8670 -1.6650 -0.266 0.303 -1.123 0.360
O 0.6837 1.0281 -1.7337 -0.944 -1.842 -3.361 -0.540
H 0.5451 1.7116 -2.3893 0.015 0.035 -0.159 0.311
H 1.3726 1.3751 -1.1671 1.096 1.153 -0.868 0.571
O -0.6633 0.0534 0.2264 10.469 3.809 2.628 0.803
H -0.2480 0.6317 -0.4133 0.440 0.203 -0.047 -0.070
H 0.0165 -0.5811 0.4533 0.304 -0.696 0.653 -0.523
O -0.3346 2.9529 -0.4370 1.075 2.174 1.036 -0.715
H -0.1162 3.2979 -1.3027 -0.087 0.316 -0.066 0.284
H -0.8362 2.1573 -0.6152 -0.633 0.309 0.015 0.262
O -1.4771 1.7346 1.9680 -1.389 0.647 0.322 -0.633
H -1.0900 2.2687 2.6615 -0.037 0.202 0.005 0.300
H -0.7270 1.3537 1.5113 -0.262 0.091 0.449 0.365
O -2.5232 -0.5440 -0.1558 -9.832 -0.927 0.556 -0.756
H -2.9029 0.2631 -0.5029 -0.374 -0.818 0.630 0.292
H -1.5965 -0.3391 -0.0312 -3.014 0.451 -0.181 1.051
O 0.9045 1.0770 2.0033 1.488 0.477 0.633 -0.850
H 1.1527 0.3031 1.4978 -0.414 0.526 0.773 -0.143
H 0.7884 0.7532 2.8966 -0.265 -0.044 0.382 0.436
```
Positions in Å, forces in eV/Å.


No. 3
The following is a quantum chemistry calculation of a molecular structure, H29O14, from the OMol25 dataset.

Calculated values
- 2S+1 = 2
- ΔE to the lowest compared entry with this formula, charge and spin (kJ/mol) = 374.3
- highest occupied orbital energy (alpha / beta) (eV) = -2.53 / -10.38

XYZ file:
```
43
Properties=species:S:1:pos:R:3:forces:R:3:mulliken_charge:R:1
O -0.0117 -2.3337 -0.9248 -1.274 2.809 -0.522 -0.506
H 1.8059 1.1427 -2.9885 -0.085 0.482 0.955 0.430
O 2.3911 -3.0588 1.2729 -1.611 9.079 4.849 -0.567
H 1.4605 -3.0896 1.5077 -0.397 0.707 0.154 0.264
H 2.2060 -0.3344 -1.8307 -0.270 0.194 -0.420 0.505
O 1.4142 2.6345 -2.7579 -0.325 1.029 0.449 -0.571
H -4.1480 0.5510 2.4702 1.374 0.054 1.247 0.398
H 1.6025 3.2032 -3.5189 -0.224 0.208 0.462 0.308
O -4.9372 -0.5168 1.3043 0.859 -2.617 1.645 -0.856
H -4.4831 -0.8708 0.5129 -0.338 0.056 0.349 0.358
H -4.6068 -1.1714 2.0781 -1.038 2.126 -2.653 0.374
O 1.6815 4.1567 0.7073 4.603 -2.444 3.456 -0.596
H 1.0860 4.6856 0.2890 -2.027 3.467 -1.048 0.257
H 2.4470 4.4935 1.3397 -3.158 0.167 -2.445 0.329
O -1.9975 -0.9551 -2.8555 -4.246 1.559 -0.761 -0.691
H 1.5142 -0.9554 -0.2358 -2.017 0.070 1.275 0.320
H -2.7378 -0.5901 -3.5928 2.746 -1.279 2.276 0.331
O 0.3378 0.2645 -4.1077 3.811 -2.302 1.853 -0.631
H -0.0428 0.8009 -4.6998 -2.871 2.738 -3.146 0.259
H -0.2422 -0.2609 -3.5929 -1.865 -0.621 0.680 0.276
O -0.3809 -1.5703 2.1735 0.395 0.721 -2.624 -0.639
H -0.8611 -0.7340 2.1510 -0.070 0.265 -0.810 0.239
H -0.6165 -1.7934 3.0299 -0.626 -0.978 2.506 0.401
O 2.9902 2.0808 0.7019 1.314 -0.598 -1.443 -0.656
H 2.8307 2.5108 1.5418 -0.072 0.222 -0.248 0.283
H -0.7644 -1.7218 -1.2720 1.563 -2.072 0.723 0.248
O 2.4032 0.3703 -2.8581 1.031 -1.368 0.751 -0.658
H -3.1228 0.7022 0.3970 -4.070 0.587 0.462 0.206
H 1.0802 3.1609 -1.9928 0.317 -0.434 -0.935 0.225
O -3.4112 0.2435 3.0828 0.338 2.566 2.623 -0.659
H -2.6234 -0.8294 -2.0348 1.602 -0.213 -1.488 0.229
H 0.4858 -0.8956 5.3592 -2.504 -1.374 -1.830 0.329
O -0.1781 -1.4366 4.7448 1.988 2.457 3.362 -0.670
H 3.2584 2.7465 0.0072 -0.735 -0.933 1.610 0.353
H 0.4515 -2.0660 4.4385 0.775 -1.148 -0.593 0.297
O -2.2559 0.9023 0.4527 2.830 -3.914 -1.907 -0.538
H 2.4994 -3.7966 0.9066 1.957 -9.589 -4.965 0.251
H -1.6252 1.4922 0.6796 1.477 3.434 1.299 0.231
O 2.1340 -1.1514 -0.9057 4.724 1.228 -0.657 -0.845
H 2.1142 -0.1376 -3.6291 -0.010 -0.488 -0.066 0.484
H 3.0207 -0.9769 -0.4149 -1.819 -0.591 -1.021 0.448
H -0.2383 -3.2415 -1.0087 -0.844 -0.923 -0.329 0.177
H -3.1874 0.9383 3.8609 -1.211 -2.340 -3.073 0.273
```
Positions in Å, forces in eV/Å.


No. 4
The following is a quantum chemistry calculation of 13 unconnected molecules or ions with the total composition H29O16P, from the OMol25 dataset.

Calculated values
- total charge = +2
- highest occupied orbital energy (eV) = -14.86

XYZ file:
```
46
Properties=species:S:1:pos:R:3:forces:R:3:mulliken_charge:R:1
O 3.5528 -0.5273 -1.1369 3.337 0.118 -1.694 -0.330
H 4.2887 -0.4217 -0.5295 1.187 -0.104 0.006 0.460
H 2.7721 -0.6598 -0.5941 -3.921 -0.695 1.446 0.478
H 3.4456 0.2513 -1.6881 0.236 0.109 -0.649 0.396
O -1.6887 1.4554 2.1740 -1.212 1.026 1.949 -0.321
H -1.0006 1.4869 1.5054 1.458 0.262 -2.322 0.003
H -2.2502 0.6980 1.9928 -1.012 -1.006 -0.462 0.484
H -1.1844 1.2767 2.9710 -0.244 -0.104 0.969 0.449
O 0.0672 1.6683 -2.6956 1.005 3.302 -2.318 -0.295
H 0.1562 1.4002 -3.6131 0.099 0.164 -1.028 0.459
H -0.3148 0.9276 -2.2192 -1.665 -3.511 2.934 0.340
H 0.9098 1.9423 -2.3262 0.065 0.147 -0.069 0.396
O 1.8652 -1.7302 2.1951 2.273 -0.585 1.842 -0.296
H 1.4082 -2.5658 2.0738 -1.565 -1.805 -0.141 0.525
H 1.6345 -1.3018 3.0226 -0.698 -0.027 0.644 0.472
H 1.7506 -1.2327 1.3821 -0.528 1.226 -1.856 0.188
O 2.2963 2.5598 0.6889 3.765 1.659 0.277 -0.270
H 2.9274 2.0648 1.2165 0.526 0.015 1.143 0.452
H 2.6756 2.4983 -0.1908 -0.306 0.503 -0.746 0.411
H 1.4336 2.1488 0.7811 -4.266 -1.944 -0.521 0.183
P 0.1105 -0.1133 0.0374 -6.029 -0.313 1.166 -0.020
O 1.5052 -0.7011 -0.0198 1.728 0.442 0.671 -1.010
O -0.7244 -0.8712 1.1849 2.836 3.628 -3.085 -0.453
O -0.5972 -0.2026 -1.3581 1.990 0.906 2.003 -0.295
O 0.1164 1.4463 0.4256 1.982 -1.515 0.374 -0.263
O -2.9610 1.6189 -0.8494 -0.431 -0.636 0.274 -0.684
H -2.2669 0.9774 -1.0006 -0.187 -0.354 -0.157 0.246
H -2.5010 2.4063 -0.5587 -0.411 0.458 -0.304 0.558
O -3.1237 -1.5572 0.3774 -0.450 0.171 0.474 -0.640
H -2.9004 -1.4861 -0.5506 -0.495 -0.254 -0.296 0.390
H -2.3149 -1.3316 0.8369 -0.155 -0.299 -0.103 0.176
O -2.6437 -1.3958 -2.4345 -0.290 -0.207 -0.287 -0.689
H -2.4320 -1.2721 -3.3598 -0.311 -0.141 -0.320 0.306
H -1.9338 -0.9575 -1.9652 0.212 -0.044 -0.107 0.228
O -0.6450 -1.6584 3.5771 0.777 -0.205 1.151 -0.638
H -0.6133 -0.7929 3.9848 -0.236 0.075 0.526 0.305
H -0.6258 -1.4815 2.6366 -0.391 0.082 -0.507 0.233
O -1.2403 3.4142 -0.3870 0.547 1.255 -0.056 -0.669
H -0.6844 2.6575 -0.2009 0.137 -0.263 0.071 0.315
H -0.6289 4.1025 -0.6491 -0.272 0.663 -0.093 0.329
O 1.0234 -2.2605 -2.2205 0.856 -0.090 -0.110 -0.655
H 0.4439 -2.0172 -2.9424 -0.347 -0.298 -0.168 0.318
H 0.9320 -1.5473 -1.5886 -0.285 -0.348 -0.356 0.260
O -0.0990 -3.2600 0.9211 1.508 -1.152 0.720 -0.716
H -0.4447 -2.3674 0.9157 -0.725 0.207 -0.167 0.502
H 0.5037 -3.2884 0.1781 -0.090 -0.517 -0.721 0.380
```
Positions in Å, forces in eV/Å.


No. 5
The following is a quantum chemistry calculation of a gas-phase ion, H2I3P2 (charge +1), from the OMol25 dataset.

Calculated values
- total charge = +1
- ΔE to the lowest compared entry with this formula, charge and spin (kJ/mol) = 73.1
- highest occupied orbital energy (eV) = -13.77

XYZ file:
```
7
Properties=species:S:1:pos:R:3:forces:R:3:mulliken_charge:R:1
P -1.1073 0.3379 1.2564 -0.018 -1.343 0.724 0.028
P 0.4682 -0.2293 -0.1052 1.100 -0.873 -2.643 -0.149
I 0.0535 -0.2454 -2.8908 0.237 0.322 2.445 0.218
I 2.5458 1.0159 0.3060 -1.149 -0.557 -0.113 0.288
I 0.8516 -2.5792 0.1281 0.007 0.367 0.146 0.297
H -0.6618 1.5880 0.9808 -0.335 1.661 -0.393 0.136
H -2.1500 0.1121 0.3247 0.158 0.422 -0.167 0.183
```
Positions in Å, forces in eV/Å.


No. 6
The following is a quantum chemistry calculation of a single H2INS molecule, from the OMol25 dataset.

Calculated values
- ΔE to the lowest compared entry with this formula, charge and spin (kJ/mol) = 164.1
- highest occupied orbital energy (eV) = -9.06

XYZ file:
```
5
Properties=species:S:1:pos:R:3:forces:R:3:mulliken_charge:R:1
N 1.1627 0.4991 -0.1841 -0.271 0.713 0.354 -0.450
S 0.1441 -0.6410 -0.1085 -0.797 -0.868 1.368 0.062
I -2.3191 0.0540 0.0593 -0.075 0.062 0.038 -0.110
H 0.9982 0.9766 -1.0695 0.578 -0.130 -0.252 0.263
H 0.0141 -0.8887 1.3028 0.565 0.223 -1.507 0.234
```
Positions in Å, forces in eV/Å.


no.,total energy (eV)
1,-29113.7096
2,-29104.3277
3,-29127.3394
4,-42500.4330
5,-42904.5398
6,-20456.5738